DFT (ωB97M-V/def2-TZVPD) results for an isolated molecule of C6H10O3S2.

As for the net charge: 0. As for the SMILES: C[C@@H](CO)C(=O)[C@@H](O)C(=S)S. The value obtained for the HOMO energy is -9.46 eV. For the LUMO energy, the calculation gives -1.0 eV. The orbital gap is 8.5 eV. The value obtained for the energy above the lowest of the compared OMol25 structures with the same formula, charge and spin is 23.8 kcal per mole. For the max |F|, the calculation gives 3.74 eV Å⁻¹.

Atoms and positions in Å:
C1 -1.086 0.280 -1.909
C2 0.019 0.626 -0.907
C3 0.077 2.136 -0.785
O1 0.416 2.618 0.533
C4 -0.426 -0.073 0.385
O2 -1.234 0.392 1.136
C5 -0.021 -1.682 0.690
O3 0.428 -2.346 -0.479
C6 1.196 -1.357 1.557
S1 2.663 -1.522 0.873
S2 0.996 -1.107 3.281
H1 -1.180 -0.799 -1.969
H2 -2.023 0.703 -1.605
H3 -0.776 0.672 -2.849
H4 0.995 0.076 -1.225
H5 -0.892 2.554 -1.093
H6 0.852 2.479 -1.409
H7 -0.199 2.096 1.178
H8 -0.728 -2.121 1.422
H9 1.352 -2.797 -0.067
H10 -0.430 -0.828 3.244

***

DFT (ωB97M-V/def2-TZVPD) results for a structure of composition C11H13BrO3STi.

As for the net charge: -1. The value obtained for the HOMO energy (alpha / beta) is -3.24 / -3.28 eV. As for the spin multiplicity: 2. For the LUMO energy (alpha / beta), the calculation gives 2.9 / 2.9 eV. The orbital gap (alpha / beta) is 6.1 / 6.1 eV. The value obtained for the energy above the lowest of the compared OMol25 structures with the same formula, charge and spin is 24.6 kcal per mole. For the max |F|, the calculation gives 4.85 eV Å⁻¹. As for the expectation value of S²: 0.7561.

Atoms and positions in Å:
C1 0.461 1.455 -1.586
C2 -0.877 1.002 -1.303
C3 -1.183 1.338 0.040
H1 -1.578 0.542 -2.000
C4 -0.036 1.922 0.638
C5 0.951 2.106 -0.370
H2 1.836 2.723 -0.382
H3 0.933 1.555 -2.546
H4 -2.128 1.306 0.463
H5 -0.004 2.258 1.639
Ti1 0.362 -0.576 -0.042
Br1 -0.410 -3.291 -0.836
C6 2.231 -1.702 0.535
C7 2.655 -0.349 0.663
C8 2.669 0.236 -0.660
H6 3.138 0.089 1.548
C9 2.184 -0.752 -1.570
C10 2.019 -1.997 -0.867
H7 2.001 -3.001 -1.363
H8 2.203 -2.455 1.331
H9 3.217 1.149 -0.939
H10 2.197 -0.679 -2.667
C11 -3.588 0.220 1.414
S1 -2.229 -0.919 1.248
O1 -0.839 -0.527 1.776
O2 -2.772 -2.163 1.734
O3 -1.882 -0.909 -0.221
H11 -3.250 1.258 1.432
H12 -4.059 0.009 2.370
H13 -4.223 0.153 0.522

***

DFT (ωB97M-V/def2-TZVPD) results for a structure of composition C29H29FeN2O3S.

As for the net charge: -1. The value obtained for the HOMO energy (alpha / beta) is -0.54 / -3.84 eV. As for the spin multiplicity: 5. For the LUMO energy (alpha / beta), the calculation gives 2.2 / 2.2 eV. The orbital gap (alpha / beta) is 2.7 / 6.0 eV. For the max |F|, the calculation gives 4.60 eV Å⁻¹. As for the expectation value of S²: 6.1025.

Atoms and positions in Å:
O1 4.497 2.195 0.787
C1 3.687 3.024 0.911
Fe1 2.494 4.265 1.467
C2 3.499 5.419 2.265
O2 4.318 5.804 3.002
C3 2.116 3.330 2.884
O3 1.993 2.595 3.785
C4 -0.434 2.538 -0.283
C5 -0.989 2.825 1.058
C6 -0.808 4.266 1.618
C7 0.574 4.920 1.635
C8 1.148 5.291 0.353
C9 1.443 4.260 -0.570
C10 0.821 2.954 -0.677
H1 -1.063 1.952 -0.953
H2 -2.070 2.608 1.038
H3 -0.570 2.131 1.809
H4 -1.482 4.913 1.030
H5 -1.173 4.247 2.660
H6 0.605 5.657 2.467
H7 1.427 6.331 0.132
H8 2.098 4.539 -1.411
H9 1.441 2.225 -1.233
C11 -0.552 -4.507 1.697
C12 0.111 -3.137 1.499
C13 0.607 -2.577 2.832
C14 -0.808 -2.134 0.803
C15 -1.334 -2.725 -0.481
N1 -2.103 -1.717 -1.206
C16 -2.955 -2.048 -2.261
C17 -3.493 -0.914 -2.870
C18 -4.389 -1.052 -3.930
C19 -4.712 -2.343 -4.374
C20 -4.164 -3.473 -3.747
C21 -3.268 -3.337 -2.681
S1 -2.868 0.545 -2.134
C22 -1.862 -0.382 -1.024
N2 -0.990 0.111 -0.205
C23 -0.129 -0.795 0.559
C24 1.245 -0.920 -0.079
C25 2.364 -0.500 0.645
C26 3.641 -0.752 0.150
C27 3.798 -1.344 -1.107
C28 2.678 -1.679 -1.872
C29 1.395 -1.440 -1.367
H10 -1.543 -4.411 2.165
H11 -0.660 -5.047 0.746
H12 0.080 -5.122 2.352
H13 0.982 -3.281 0.832
H14 -0.234 -2.190 3.429
H15 1.101 -3.372 3.404
H16 1.336 -1.771 2.686
H17 -1.666 -1.938 1.469
H18 -0.506 -3.101 -1.109
H19 -2.019 -3.555 -0.270
H20 -4.813 -0.158 -4.383
H21 -5.395 -2.469 -5.214
H22 -4.438 -4.471 -4.088
H23 -2.818 -4.198 -2.184
H24 -0.023 -0.276 1.520
H25 2.219 0.015 1.601
H26 4.511 -0.495 0.758
H27 4.802 -1.541 -1.490
H28 2.785 -2.134 -2.861
H29 0.515 -1.656 -1.981

***

DFT (ωB97M-V/def2-TZVPD) results for an isolated molecule of C5H7NO.

As for the net charge: 0. As for the SMILES: C#CCCNC=O. The value obtained for the HOMO energy is -9.87 eV. For the LUMO energy, the calculation gives 0.8 eV. The orbital gap is 10.7 eV. The value obtained for the energy above the lowest of the compared OMol25 structures with the same formula, charge and spin is 52.5 kcal per mole. For the max |F|, the calculation gives 0.66 eV Å⁻¹.

Atoms and positions in Å:
C1 2.654 1.209 -0.320
C2 1.876 0.288 -0.313
C3 1.003 -0.891 -0.411
C4 -0.433 -0.758 0.097
N1 -1.108 0.490 -0.252
C5 -2.286 0.558 0.475
O1 -3.100 -0.335 0.517
H1 3.365 2.007 -0.340
H2 1.459 -1.711 0.155
H3 0.991 -1.202 -1.461
H4 -1.024 -1.582 -0.302
H5 -0.508 -0.843 1.197
H6 -0.513 1.306 -0.139
H7 -2.377 1.464 1.097

***

DFT (ωB97M-V/def2-TZVPD) results for a cluster of 3 separate species, C4H14O2S in total.

As for the net charge: 0. As for the SMILES: CCCSC.O.O. The value obtained for the HOMO energy is -8.59 eV. For the LUMO energy, the calculation gives 0.5 eV. The orbital gap is 9.1 eV. The value obtained for the energy above the lowest of the compared OMol25 structures with the same formula, charge and spin is 19.4 kcal per mole. For the max |F|, the calculation gives 2.17 eV Å⁻¹.

Atoms and positions in Å:
C1 -2.499 -0.703 -0.252
C2 -1.365 0.185 0.224
C3 -0.816 -0.341 1.610
S1 0.610 -1.428 1.431
C4 2.000 -0.222 1.685
H1 -3.278 -0.746 0.509
H2 -3.026 -0.268 -1.114
H3 -2.258 -1.708 -0.593
H4 -1.722 1.183 0.477
H5 -0.479 0.201 -0.397
H6 -1.551 -1.056 1.990
H7 -0.722 0.483 2.312
H8 1.766 0.712 1.166
H9 1.952 -0.001 2.746
H10 2.946 -0.570 1.294
O1 4.263 2.839 -0.590
H11 3.706 2.065 -0.666
H12 5.191 2.522 -0.714
O2 -1.864 -1.244 -3.867
H13 -0.950 -1.237 -4.159
H14 -1.905 -0.666 -3.091

***

DFT (ωB97M-V/def2-TZVPD) results for a structure of composition C44H54N5O6RuSTe.

As for the net charge: +2. The value obtained for the HOMO energy (alpha / beta) is -9.66 / -12.16 eV. As for the spin multiplicity: 6. For the LUMO energy (alpha / beta), the calculation gives -4.6 / -8.3 eV. The orbital gap (alpha / beta) is 5.0 / 3.8 eV. The value obtained for the energy above the lowest of the compared OMol25 structures with the same formula, charge and spin is 41.9 kcal per mole. For the max |F|, the calculation gives 3.50 eV Å⁻¹. As for the expectation value of S²: 8.8109.

Atoms and positions in Å:
Ru1 0.121 0.541 2.981
O1 1.678 1.685 4.041
C1 0.972 2.340 5.198
C2 -0.096 1.460 5.752
C3 -0.452 1.461 7.099
C4 -1.546 0.722 7.496
C5 -2.295 0.004 6.532
C6 -1.802 -0.067 5.231
N1 -0.709 0.643 4.869
H1 2.127 0.846 4.412
H2 0.597 3.272 4.720
H3 1.687 2.509 5.996
H4 0.117 2.180 7.798
H5 -1.801 0.527 8.551
H6 -3.265 -0.397 6.862
H7 -2.290 -0.645 4.463
C7 6.711 -5.424 3.917
C8 5.573 -4.497 4.216
C9 5.086 -4.296 5.501
C10 3.883 -3.544 5.689
C11 3.264 -2.976 4.610
C12 3.866 -3.016 3.339
C13 4.976 -3.747 3.166
S1 1.928 -1.775 5.032
O2 2.600 -0.548 5.416
O3 1.259 -2.425 6.126
N2 0.982 -1.379 3.698
C14 0.267 -2.438 3.049
C15 -0.261 -1.946 1.720
O4 -0.515 -2.736 0.850
O5 -0.294 -0.605 1.498
H8 7.442 -5.000 3.174
H9 6.316 -6.406 3.570
H10 7.274 -5.689 4.791
H11 5.532 -4.760 6.363
H12 3.452 -3.454 6.672
H13 3.361 -2.567 2.488
H14 5.541 -3.844 2.184
H15 -0.561 -2.924 3.671
H16 0.917 -3.277 2.903
N3 6.261 -0.129 -1.509
C16 5.495 -0.825 -0.382
C17 4.051 -0.319 -0.485
N4 4.005 1.134 -0.203
C18 4.700 1.865 -1.253
C19 6.163 1.359 -1.372
H17 5.815 -0.397 -2.388
H18 7.254 -0.422 -1.413
H19 5.924 -0.476 0.582
H20 5.538 -1.948 -0.557
H21 3.439 -0.882 0.236
H22 3.570 -0.431 -1.472
H23 3.129 1.533 0.057
H24 4.788 2.967 -1.060
H25 4.196 1.734 -2.236
H26 6.776 1.575 -0.505
H27 6.575 1.834 -2.303
C20 -0.332 -3.251 -7.290
C21 -0.766 -2.398 -6.080
C22 -0.554 -1.020 -6.205
C23 -0.939 -0.164 -5.157
C24 -0.653 1.322 -5.219
C25 -1.609 -0.696 -4.022
Te1 -2.641 0.501 -2.487
N5 -0.623 1.878 2.176
C26 -1.505 2.346 1.255
O6 -2.628 1.837 1.077
C27 -1.088 3.453 0.326
C28 0.263 3.716 0.036
C29 0.573 4.534 -1.069
C30 -0.429 5.148 -1.818
C31 -1.744 5.051 -1.390
C32 -2.079 4.134 -0.386
C33 -4.721 1.127 -2.726
C34 -5.708 0.697 -1.778
C35 -5.227 0.046 -0.483
C36 -7.032 0.990 -2.075
C37 -7.395 1.673 -3.217
C38 -8.842 2.021 -3.496
C39 -6.424 2.217 -4.009
C40 -5.087 1.987 -3.785
C41 -4.093 2.548 -4.782
C42 -1.667 -2.113 -3.881
C43 -2.220 -2.775 -2.634
C44 -1.292 -2.928 -4.936
H28 0.131 -2.541 -8.025
H29 -1.175 -3.789 -7.686
H30 0.514 -3.946 -7.059
H31 -0.385 -0.579 -7.171
H32 0.147 1.487 -5.933
H33 -0.321 1.724 -4.220
H34 -1.480 1.938 -5.628
H35 1.057 3.240 0.631
H36 1.625 4.694 -1.315
H37 -0.209 5.796 -2.657
H38 -2.535 5.619 -1.911
H39 -3.120 3.969 -0.172
H40 -4.272 0.473 -0.091
H41 -4.935 -1.016 -0.618
H42 -6.009 0.133 0.281
H43 -7.833 0.648 -1.333
H44 -8.958 3.112 -3.552
H45 -9.409 1.627 -2.709
H46 -9.208 1.576 -4.412
H47 -6.751 2.874 -4.872
H48 -4.499 3.363 -5.428
H49 -3.742 1.710 -5.424
H50 -3.194 3.004 -4.263
H51 -1.900 -2.235 -1.707
H52 -1.727 -3.762 -2.573
H53 -3.294 -2.975 -2.613
H54 -1.381 -4.006 -4.867

***

DFT (ωB97M-V/def2-TZVPD) results for a cluster of 5 separate species, C40H46N5O4P2 in total.

As for the net charge: -1. The value obtained for the HOMO energy is -5.82 eV. For the LUMO energy, the calculation gives 1.9 eV. The orbital gap is 7.7 eV. For the max |F|, the calculation gives 1.11 eV Å⁻¹.

Atoms and positions in Å:
C1 -5.102 1.871 1.111
C2 -3.841 1.015 1.020
P1 -4.001 -0.392 -0.179
C3 -4.791 0.413 -1.632
C4 -5.595 -0.595 -2.494
C5 -2.312 -0.786 -0.803
C6 -2.206 -0.890 -2.194
C7 -0.987 -1.108 -2.835
P2 -1.079 -1.152 -4.652
N1 -2.559 -1.401 -5.160
C8 0.163 -1.187 -2.045
C9 0.071 -1.126 -0.646
C10 -1.176 -0.981 0.012
C11 -1.282 -0.979 1.513
C12 -2.193 -2.048 2.171
C13 -2.075 -3.529 1.719
C14 -3.005 -3.910 0.553
C15 -0.648 -3.994 1.466
C16 1.394 -1.156 0.080
O1 1.583 -1.683 1.149
C17 2.486 -0.475 -0.626
C18 2.568 -0.521 -1.953
C19 3.633 0.223 -2.726
O2 4.817 0.084 -2.404
O3 3.128 0.970 -3.593
C20 1.521 -1.271 -2.671
O4 1.729 -1.889 -3.678
H1 -5.164 2.515 0.238
H2 -6.001 1.262 1.131
H3 -5.032 2.527 1.973
H4 -3.621 0.626 2.009
H5 -2.977 1.626 0.752
H6 -4.034 0.858 -2.276
H7 -5.445 1.227 -1.345
H8 -5.221 -0.590 -3.513
H9 -5.569 -1.599 -2.087
H10 -6.627 -0.258 -2.563
H11 -3.064 -0.805 -2.843
H12 -0.214 -2.143 -5.105
H13 -0.537 0.072 -5.086
H14 -2.879 -0.612 -5.709
H15 -1.667 0.002 1.783
H16 -0.315 -1.051 1.983
H17 -1.919 -2.048 3.225
H18 -3.247 -1.782 2.126
H19 -2.441 -4.111 2.567
H20 -2.541 -3.761 -0.416
H21 -3.295 -4.952 0.681
H22 -3.924 -3.339 0.639
H23 -0.569 -5.068 1.634
H24 -0.334 -3.813 0.443
H25 0.029 -3.513 2.163
H26 3.209 0.073 -0.040
N2 2.174 4.211 -5.835
C21 2.286 5.535 -5.936
C22 3.048 6.314 -5.079
C23 3.734 5.679 -4.053
C24 3.629 4.305 -3.932
C25 2.841 3.611 -4.842
H27 1.732 5.993 -6.750
H28 3.102 7.386 -5.212
H29 4.342 6.250 -3.361
H30 4.147 3.762 -3.152
H31 2.748 2.534 -4.766
N3 6.921 -0.417 1.319
C26 6.938 -1.068 2.482
C27 6.216 -2.224 2.731
C28 5.426 -2.737 1.712
C29 5.396 -2.076 0.497
C30 6.159 -0.926 0.346
H32 7.565 -0.632 3.254
H33 6.270 -2.708 3.697
H34 4.841 -3.635 1.866
H35 4.791 -2.432 -0.325
H36 6.146 -0.383 -0.593
N4 -1.681 -2.004 5.570
C31 -1.789 -0.853 6.227
C32 -1.390 -0.679 7.544
C33 -0.850 -1.764 8.215
C34 -0.730 -2.971 7.545
C35 -1.158 -3.037 6.227
H37 -2.217 -0.030 5.664
H38 -1.499 0.282 8.027
H39 -0.525 -1.670 9.244
H40 -0.313 -3.843 8.030
H41 -1.078 -3.960 5.663
N5 -0.291 2.671 -1.451
C36 -0.910 3.287 -0.445
C37 -0.261 4.081 0.488
C38 1.111 4.244 0.372
C39 1.772 3.610 -0.667
C40 1.029 2.839 -1.550
H42 -1.984 3.132 -0.388
H43 -0.818 4.558 1.284
H44 1.656 4.854 1.081
H45 2.842 3.704 -0.795
H46 1.510 2.323 -2.378

***

DFT (ωB97M-V/def2-TZVPD) results for an isolated molecule of C3H4NO2P.

As for the net charge: 0. As for the SMILES: C=NOC(=O)P=C. The value obtained for the HOMO energy is -10.11 eV. For the LUMO energy, the calculation gives -0.8 eV. The orbital gap is 9.3 eV. The value obtained for the energy above the lowest of the compared OMol25 structures with the same formula, charge and spin is 62.8 kcal per mole. For the max |F|, the calculation gives 5.10 eV Å⁻¹.

Atoms and positions in Å:
C1 2.022 -0.694 -1.217
N1 1.595 0.380 -0.667
O1 0.234 0.389 -0.546
C2 -0.144 1.287 0.633
O2 0.743 1.705 1.324
P1 -1.962 1.370 0.761
C3 -2.225 -0.354 0.795
H1 3.069 -0.908 -1.403
H2 1.194 -1.461 -1.502
H3 -3.115 -0.619 1.203
H4 -1.411 -1.096 0.617

***

What is the max |F| in the fifth record?
2.17 eV Å⁻¹